Here is one molecule with the formula C2H3NO3 in a non-equilibrium geometry from the OMol25 dataset. Energies are from wB97M-V/def2-TZVPD.

Element x y z (Å)
N1 -1.220 0.673 0.140
C1 -0.671 -0.575 -0.032
O1 -1.268 -1.616 -0.092
C2 0.895 -0.534 -0.028
O2 1.562 -1.518 0.106
O3 1.313 0.739 -0.109
H1 -2.217 0.646 0.039
H2 -0.651 1.510 -0.081
H3 2.256 0.676 0.057

Summary:
ΔE to the lowest compared entry with this formula, charge and spin (kJ/mol): 39.38
2S+1: 1
Lowest unoccupied orbital energy (eV): 0.47
Net charge: 0
Frontier orbital gap (hartree): 0.3993
Calculated total energy (Eh): -358.51468

***

Here is one molecule with the formula C16H24N2O4S in a non-equilibrium geometry from the OMol25 dataset. Energies are from wB97M-V/def2-TZVPD.

Element x y z (Å)
C1 -4.085 -3.411 0.001
C2 -3.387 -2.353 0.827
S1 -3.069 -0.915 -0.234
O1 -2.121 -1.299 -1.245
O2 -4.328 -0.380 -0.665
N1 -2.320 0.121 0.864
C3 -3.114 1.254 1.303
C4 -3.125 2.392 0.282
C5 -1.702 2.777 -0.117
C6 -0.965 1.536 -0.615
C7 0.479 1.814 -1.006
O3 1.136 2.728 -0.550
N2 0.957 0.921 -1.897
C8 2.360 0.861 -2.266
C9 3.091 -0.145 -1.413
C10 3.473 -1.379 -1.912
C11 4.100 -2.293 -1.079
C12 4.336 -1.987 0.244
C13 3.949 -0.746 0.757
O4 4.220 -0.534 2.074
C14 3.882 0.713 2.634
C15 3.328 0.171 -0.080
C16 -0.968 0.485 0.504
H1 -5.015 -3.008 -0.392
H2 -4.303 -4.295 0.597
H3 -3.452 -3.693 -0.837
H4 -2.417 -2.677 1.191
H5 -3.999 -1.993 1.649
H6 -4.128 0.888 1.469
H7 -2.696 1.595 2.255
H8 -3.674 2.052 -0.599
H9 -3.649 3.251 0.705
H10 -1.723 3.537 -0.901
H11 -1.162 3.194 0.736
H12 -1.500 1.109 -1.469
H13 0.383 0.126 -2.137
H14 2.765 1.863 -2.103
H15 2.436 0.603 -3.325
H16 3.288 -1.625 -2.947
H17 4.403 -3.254 -1.467
H18 4.821 -2.688 0.905
H19 4.410 1.532 2.137
H20 2.804 0.897 2.585
H21 4.193 0.662 3.676
H22 3.016 1.139 0.279
H23 -0.460 -0.427 0.186
H24 -0.469 0.882 1.394

Summary:
ΔE to the lowest compared entry with this formula, charge and spin (kJ/mol): 32.93
2S+1: 1
Lowest unoccupied orbital energy (eV): 0.59
Net charge: 0
Frontier orbital gap (hartree): 0.3358
Calculated total energy (Eh): -1432.75652

***

Here is C4H3Br as an isolated structure in a non-equilibrium geometry from the OMol25 dataset. Energies are from wB97M-V/def2-TZVPD.

Element x y z (Å)
C1 -1.681 -0.638 1.220
C2 -0.748 -1.107 0.467
C3 0.869 1.552 -0.598
C4 0.594 0.421 -0.257
Br1 -2.354 0.921 2.124
H1 -2.414 -1.385 1.591
H2 1.250 2.397 -1.082
H3 0.180 -0.650 -0.160

Summary:
ΔE to the lowest compared entry with this formula, charge and spin (kJ/mol): 470.25
2S+1: 1
Lowest unoccupied orbital energy (eV): -1.01
Net charge: 0
Frontier orbital gap (hartree): 0.3386
Calculated total energy (Eh): -2727.94326

***

Here is one molecule with the formula C3H6O2 in a non-equilibrium geometry from the OMol25 dataset. Energies are from wB97M-V/def2-TZVPD.

Element x y z (Å)
O1 1.399 -0.586 0.617
C1 0.089 -0.242 0.896
C2 -1.060 -0.797 0.109
C3 -0.599 0.617 -0.130
O2 0.171 0.952 -1.232
H1 1.466 -0.371 -0.419
H2 0.040 -0.031 1.987
H3 -2.017 -0.991 0.562
H4 -0.793 -1.562 -0.588
H5 -1.285 1.422 0.137
H6 -0.553 1.133 -2.012

Summary:
ΔE to the lowest compared entry with this formula, charge and spin (kJ/mol): 241.47
2S+1: 1
Lowest unoccupied orbital energy (eV): 0.62
Net charge: 0
Frontier orbital gap (hartree): 0.3682
Calculated total energy (Eh): -268.31325